(1)
{
  "formula": "C4H6N6",
  "method": "ωB97M-V/def2-TZVPD",
  "symbols": ["C", "N", "N", "N", "N", "C", "C", "N", "C", "N", "H", "H", "H", "H", "H", "H"],
  "coordinates": [[-1.48850, -1.98061, 0.09574], [-1.03142, -0.66007, -0.15894], [-1.79712, 0.39862, 0.16607], [-1.08367, 1.41963, 0.24538], [0.21855, 1.13444, 0.04471], [1.28972, 2.00767, 0.16400], [0.28923, -0.19726, -0.09283], [1.35351, -1.08060, -0.23940], [2.59056, -0.66121, -0.18832], [3.71345, -0.49396, -0.31988], [-2.67137, -1.77892, 0.10069], [-1.11241, -2.58003, -0.82936], [-1.25406, -2.51561, 0.94704], [1.75870, 1.91394, -0.83244], [0.70729, 2.93442, 0.25304], [2.13140, 1.77182, 0.85422]],
  "forces_ev_per_a": [[-3.4, -0.2, -4.6], [3.1, 1.9, 1.8], [-0.5, 0.3, -0.2], [-0.9, 1.9, 0.4], [-1.8, -4.4, 0.8], [1.2, 1.6, -1.6], [2.8, -4.2, -1.3], [-4.5, 2.1, 0.8], [-0.8, -0.2, -0.6], [2.0, 0.6, 0.2], [2.6, -1.1, -0.3], [-1.1, 0.6, 1.7], [1.1, -0.3, 2.1], [0.2, 0.9, 0.4], [1.3, 0.5, 0.3], [-1.3, 0.2, 0.2]],
  "homo_lumo_gap_ev": 9.52,
  "total_energy_ha": -484.4520,
  "homo_ha": -0.329,
  "smiles": "Cn1nnn(C)c1=NC#N",
  "max_force_ha_per_bohr": 0.1114,
  "lumo_ev": 0.6,
  "mol_weight_da": 138.13,
  "total_charge": 0
}



(2)
{
  "formula": "C4H6NO",
  "method": "ωB97M-V/def2-TZVPD",
  "symbols": ["C", "C", "C", "C", "N", "O", "H", "H", "H", "H", "H", "H"],
  "coordinates": [[-3.34229, 0.28992, 0.32641], [-2.27981, 0.35124, -0.14773], [1.57628, -0.54184, 0.97563], [0.74782, -0.00955, -1.11090], [1.59256, 0.27504, -0.03019], [2.15407, 1.40421, -0.03211], [-4.22166, 0.26514, 0.85710], [1.81659, -0.06330, 1.94446], [1.36597, -1.58992, 0.88518], [-1.23669, 0.47331, -0.60160], [0.66058, -1.10946, -0.99144], [1.16659, 0.25522, -2.07482]],
  "forces_ev_per_a": [[-2.7, -0.2, 1.3], [5.0, 0.7, -2.3], [1.2, 0.2, 3.0], [0.1, -1.6, -0.3], [-1.5, 0.5, -1.9], [0.8, 1.1, 0.8], [-1.4, -0.1, 0.6], [0.2, -0.7, -0.7], [-0.4, 0.1, -0.2], [-0.9, -0.5, 0.5], [-0.8, 0.3, -0.8], [0.3, 0.2, -0.1]],
  "homo_lumo_gap_ev": 6.39,
  "total_energy_ha": -285.8137,
  "homo_ha": -0.088,
  "max_force_ha_per_bohr": 0.1080,
  "lumo_ev": 4.0,
  "mol_weight_da": 84.10,
  "total_charge": -1
}



(3)
{
  "formula": "C4H6NO",
  "method": "ωB97M-V/def2-TZVPD",
  "symbols": ["C", "C", "C", "C", "N", "O", "H", "H", "H", "H", "H", "H"],
  "coordinates": [[-1.42947, -0.63321, -0.34664], [1.08842, -0.30001, 0.09572], [0.47490, 1.17915, -0.15235], [-0.22652, -1.07288, 0.15363], [-1.40606, 0.35280, 0.54052], [-0.55568, 1.33492, 0.75311], [-2.46190, -1.06031, -0.65915], [1.72254, -0.37045, -0.74848], [1.72300, -0.34989, 0.96393], [1.26325, 1.89630, -0.08829], [-0.03254, 1.13776, -1.09718], [-0.15995, -2.11416, 0.58516]],
  "forces_ev_per_a": [[-0.8, 0.0, 0.3], [-3.3, 2.8, 0.6], [2.3, -2.1, -0.4], [3.0, -3.2, -1.1], [-2.3, 2.6, 1.1], [-1.1, -1.3, 0.6], [2.1, 0.4, 0.7], [0.3, -1.1, -1.3], [-0.1, -0.3, 0.6], [-0.1, 0.9, 0.3], [0.3, 0.2, -1.0], [-0.3, 1.1, -0.4]],
  "homo_lumo_gap_ev": 10.21,
  "total_energy_ha": -285.5380,
  "homo_ha": -0.590,
  "max_force_ha_per_bohr": 0.0882,
  "lumo_ev": -5.8,
  "mol_weight_da": 84.10,
  "total_charge": 1
}



(4)
{
  "formula": "C4H6NO",
  "method": "ωB97M-V/def2-TZVPD",
  "symbols": ["C", "N", "C", "C", "C", "O", "H", "H", "H", "H", "H", "H"],
  "coordinates": [[-1.81001, -0.35651, -0.39038], [-0.57736, 0.50587, -0.06409], [0.09233, 1.55344, 0.17328], [0.88522, 0.34367, 0.04598], [1.78173, -0.69082, 0.50381], [1.71881, -0.20501, -0.85108], [-1.60633, -0.80050, -1.36275], [-2.68462, 0.28959, -0.41687], [-1.87162, -1.11105, 0.38568], [-0.01242, 2.61671, 0.28658], [2.68886, -0.44910, 1.04410], [1.39541, -1.69629, 0.64573]],
  "forces_ev_per_a": [[0.9, 1.5, 0.2], [-0.6, -1.4, -0.4], [0.1, -0.6, -0.2], [-0.2, -0.3, 0.4], [0.0, -0.2, 0.9], [-0.1, 0.5, -1.1], [0.1, 0.0, 0.1], [0.1, -0.1, 0.0], [0.1, 0.0, 0.1], [-0.2, 0.3, 0.0], [0.0, 0.1, 0.0], [0.0, 0.1, 0.0]],
  "homo_lumo_gap_ev": 10.59,
  "total_energy_ha": -285.5972,
  "homo_ha": -0.581,
  "smiles": "C[N+]1=C[C@@]12CO2",
  "max_force_ha_per_bohr": 0.0334,
  "lumo_ev": -5.2,
  "mol_weight_da": 84.10,
  "total_charge": 1
}



(5)
{
  "formula": "C4H6NO",
  "method": "ωB97M-V/def2-TZVPD",
  "symbols": ["C", "C", "C", "N", "C", "O", "H", "H", "H", "H", "H", "H"],
  "coordinates": [[-2.64139, 0.14790, 0.47326], [-1.80289, -0.44582, -0.42153], [-0.41097, -0.20211, -0.29736], [0.64881, 0.31527, -0.19787], [2.06675, 0.31839, -0.35207], [2.68511, -0.67845, 0.35429], [-3.73298, 0.06277, 0.59538], [-2.17267, 0.54180, 1.31397], [-2.08921, -1.10208, -1.19079], [2.20206, 1.39462, -0.09131], [2.32209, 0.19116, -1.41317], [2.92529, -0.54346, 1.22719]],
  "forces_ev_per_a": [[0.2, -1.8, -0.8], [-0.9, 0.8, 1.5], [2.4, 2.6, 0.5], [-4.7, -3.6, -1.1], [1.5, 1.8, 0.5], [-0.8, -0.7, -3.2], [0.6, -0.1, -0.9], [0.7, 1.4, 1.2], [-0.4, -0.5, -1.1], [1.3, -0.8, 0.1], [-0.4, 0.0, 0.3], [0.5, 1.1, 2.7]],
  "homo_lumo_gap_ev": 10.31,
  "total_energy_ha": -285.6562,
  "homo_ha": -0.583,
  "smiles": "C=CC#[N+]CO",
  "max_force_ha_per_bohr": 0.1167,
  "lumo_ev": -5.6,
  "mol_weight_da": 84.10,
  "total_charge": 1
}



(6)
{
  "formula": "C4H6NO2",
  "method": "ωB97M-V/def2-TZVPD",
  "symbols": ["C", "C", "C", "N", "H", "H", "H", "H", "H", "O", "C", "O", "H"],
  "coordinates": [[-0.70164, -0.97193, -0.36001], [-1.75452, -0.53133, -1.01692], [-0.01632, -1.41168, 1.81528], [-0.77173, -1.70655, 0.84913], [0.33519, -0.55226, -0.46524], [-2.75133, -0.71684, -0.64318], [-1.61667, 0.19962, -1.80170], [-0.37640, -1.53132, 2.83987], [0.93549, -0.88781, 1.64202], [1.53133, 1.02933, 0.52656], [1.13431, 1.72284, -0.41050], [0.41724, 1.46371, -1.39303], [1.47620, 2.78533, -0.38735]],
  "forces_ev_per_a": [[1.8, -0.1, 1.1], [-0.2, 0.4, 0.1], [0.1, 0.4, -0.4], [-1.6, 0.7, 0.2], [-0.4, -0.2, -0.8], [-0.1, -0.4, -0.3], [-0.1, -0.2, 0.0], [0.4, -0.8, -0.1], [-0.2, 0.3, 0.2], [0.1, 0.6, -0.1], [0.0, -1.4, 0.6], [0.1, 0.6, -0.2], [0.0, 0.2, -0.2]],
  "multiplicity": 2,
  "s2": 0.758,
  "homo_lumo_gap_ev": [10.19, 5.36],
  "total_energy_ha": -361.0933,
  "homo_ha": [-0.353, -0.341],
  "max_force_ha_per_bohr": 0.0411,
  "lumo_ev": [0.6, -3.9],
  "mol_weight_da": 100.10,
  "total_charge": 0
}



(7)
{
  "formula": "C4H6NO3",
  "method": "ωB97M-V/def2-TZVPD",
  "symbols": ["C", "N", "C", "O", "C", "C", "O", "O", "H", "H", "H", "H", "H", "H"],
  "coordinates": [[-0.71996, -0.88195, 1.56331], [-0.10369, 0.24408, 0.89989], [1.21678, 0.50573, 1.04006], [1.86865, 0.23357, 2.03706], [-0.79421, 0.76394, -0.26415], [-0.50863, -0.07042, -1.54794], [-1.44629, -0.80525, -1.92394], [0.61878, 0.10324, -2.05634], [-1.78136, -0.67429, 1.69578], [-0.66131, -1.79060, 0.95171], [-0.18951, -1.10685, 2.48051], [1.63302, 0.98192, 0.13749], [-1.87585, 0.74219, -0.14187], [-0.50915, 1.78919, -0.48436]],
  "forces_ev_per_a": [[0.1, -0.3, -0.2], [-0.1, 0.2, -0.2], [-0.3, 0.1, 0.2], [0.3, -0.3, -0.1], [-0.2, -0.3, -1.1], [-0.2, 0.0, -0.2], [0.0, -0.1, 0.0], [0.2, -0.1, 0.1], [0.0, 0.0, 0.4], [0.0, 0.1, -0.2], [-0.1, 0.2, 0.3], [0.0, 0.3, 0.2], [0.0, 0.0, 0.5], [0.3, 0.2, 0.3]],
  "homo_lumo_gap_ev": 8.01,
  "total_energy_ha": -436.5692,
  "homo_ha": -0.152,
  "smiles": "CN(C=O)CC(=O)[O-]",
  "max_force_ha_per_bohr": 0.0216,
  "lumo_ev": 3.9,
  "mol_weight_da": 116.10,
  "total_charge": -1
}



(8)
{
  "formula": "C4H6NO3",
  "method": "ωB97M-V/def2-TZVPD",
  "symbols": ["C", "C", "N", "C", "C", "O", "O", "O", "H", "H", "H", "H", "H", "H"],
  "coordinates": [[1.39506, 0.10960, 1.68825], [0.05055, -0.36310, 1.68831], [-0.77406, -0.07065, 0.60485], [-0.30474, 0.82116, -0.35283], [-0.86055, 0.83362, -1.89223], [-0.30173, 1.76561, -2.47534], [-1.57216, -0.07780, -2.28975], [-0.33443, -1.15692, 2.57362], [1.99566, -0.04839, 2.58033], [1.70812, 0.99532, 1.14365], [-0.29259, -2.56491, -1.17603], [0.76788, 0.89658, -0.55200], [-0.63770, 1.82033, -0.03584], [-0.83931, -2.96044, -1.50499]],
  "forces_ev_per_a": [[-0.4, 1.5, 0.3], [0.7, -2.5, -0.1], [0.8, 1.3, 0.1], [0.0, 0.2, 0.1], [0.2, -0.5, -0.9], [0.1, 0.5, 0.0], [-0.4, 0.0, 0.5], [-0.4, 0.6, 0.1], [-0.1, -0.6, -0.2], [-0.1, -0.3, -0.2], [-0.2, -0.2, -0.1], [0.0, -0.2, 0.5], [-0.5, 0.0, -0.3], [0.3, 0.2, 0.1]],
  "homo_lumo_gap_ev": 5.26,
  "total_energy_ha": -436.3687,
  "homo_ha": -0.167,
  "max_force_ha_per_bohr": 0.0508,
  "lumo_ev": 0.7,
  "mol_weight_da": 116.10,
  "total_charge": -1
}



(9)
{
  "formula": "C4H6NO3",
  "method": "ωB97M-V/def2-TZVPD",
  "symbols": ["C", "N", "C", "C", "C", "O", "O", "O", "H", "H", "H", "H", "H", "H"],
  "coordinates": [[-1.32679, 0.31001, -0.17362], [-0.34566, -0.13016, 2.13598], [-1.21355, -0.92543, -1.11878], [-0.02905, 0.27179, 0.92448], [1.36027, -0.17372, 0.10547], [1.91102, 0.88901, -0.14270], [1.58213, -1.31063, -0.25854], [-1.43933, 1.37133, -0.87988], [-2.23823, 0.18145, 0.43375], [-2.18801, -0.93306, -1.60959], [-0.49745, -0.67650, -1.90101], [-0.95340, -1.88924, -0.68877], [0.19564, 1.31099, 1.19529], [-0.33602, -1.16184, 2.19440]],
  "forces_ev_per_a": [[-3.3, -0.4, -4.0], [0.2, -2.0, -0.3], [0.2, 0.3, 0.0], [1.9, 2.3, 4.1], [0.1, 0.3, -2.0], [0.2, 0.5, 0.7], [-0.4, -1.1, 0.9], [1.1, 0.2, 1.1], [0.6, -0.2, 1.0], [-0.1, -0.3, 0.1], [0.2, -0.1, 0.1], [-0.1, 0.0, 0.2], [-0.5, 0.6, -1.6], [-0.2, 0.0, -0.2]],
  "homo_lumo_gap_ev": 6.97,
  "total_energy_ha": -436.4088,
  "homo_ha": -0.173,
  "max_force_ha_per_bohr": 0.1016,
  "lumo_ev": 2.3,
  "mol_weight_da": 116.10,
  "total_charge": -1
}



(10)
{
  "formula": "C4H6NO3",
  "method": "ωB97M-V/def2-TZVPD",
  "symbols": ["C", "C", "O", "N", "C", "C", "O", "O", "H", "H", "H", "H", "H", "H"],
  "coordinates": [[-1.94439, 0.40204, -0.33109], [-0.99139, -0.74113, -0.60274], [-1.42158, -1.78012, -0.93600], [0.37245, -0.60240, -0.44820], [0.92922, 0.55318, 0.23761], [2.36836, 0.01005, 0.75033], [2.87286, -0.73303, -0.01723], [2.76576, 0.33169, 1.91499], [-1.59799, 1.44468, -0.04857], [-2.69051, 0.50312, -1.15348], [-2.69183, 0.08277, 0.42367], [0.91106, -1.44111, -0.77187], [0.22505, 0.48579, 1.16742], [0.89292, 1.48446, -0.18486]],
  "forces_ev_per_a": [[-1.6, 1.5, 0.4], [3.3, 3.0, 1.1], [-2.4, -4.2, -1.6], [-1.8, 0.2, -1.9], [-0.5, -4.5, 4.7], [-1.7, 3.2, 3.9], [2.3, -3.0, -3.4], [-0.8, 0.3, -1.1], [0.0, -1.5, -0.4], [1.0, -0.1, -0.1], [0.8, 0.0, 0.2], [-0.2, 1.6, 0.7], [1.7, 1.3, -1.0], [0.0, 2.2, -1.6]],
  "homo_lumo_gap_ev": 7.86,
  "total_energy_ha": -436.5459,
  "homo_ha": -0.155,
  "smiles": "CC(=O)NCC(=O)[O-]",
  "max_force_ha_per_bohr": 0.1276,
  "lumo_ev": 3.6,
  "mol_weight_da": 116.10,
  "total_charge": -1
}



(11)
{
  "formula": "C4H6NO3P",
  "method": "ωB97M-V/def2-TZVPD",
  "symbols": ["C", "C", "N", "P", "O", "O", "O", "C", "C", "H", "H", "H", "H", "H", "H"],
  "coordinates": [[-1.40844, -2.85520, 0.07386], [-0.48672, -1.92120, -0.26193], [-0.04388, -0.91839, 0.55476], [1.42516, -0.33126, 0.13878], [2.01572, -0.98117, -1.05276], [2.21941, 0.20538, 1.25166], [0.84969, 1.22855, -0.71059], [0.27912, 2.03312, 0.15839], [-0.33134, 3.15477, -0.19564], [-1.68234, -3.80991, -0.53168], [-1.87298, -2.75621, 1.03934], [0.13326, -2.12181, -1.09247], [0.33676, 2.00432, 1.22541], [-0.93392, 3.69393, 0.61410], [-0.49951, 3.37506, -1.21121]],
  "forces_ev_per_a": [[-1.3, -1.7, -0.8], [0.8, 0.0, 1.9], [-0.3, -0.7, -0.2], [-2.0, 1.0, -1.7], [1.1, -0.7, -0.6], [0.8, 0.3, 1.3], [0.3, -0.6, 1.7], [0.5, 0.6, -1.0], [-1.9, 1.6, 1.5], [0.7, 1.9, 0.8], [-0.4, -0.1, 0.3], [0.4, -0.1, -1.5], [0.5, -1.5, 0.7], [1.0, -0.5, -1.3], [-0.3, 0.5, -1.2]],
  "homo_lumo_gap_ev": 6.00,
  "total_energy_ha": -777.8556,
  "homo_ha": 0.028,
  "smiles": "C=CN=P([O-])([O-])OC=C",
  "max_force_ha_per_bohr": 0.0568,
  "lumo_ev": 6.8,
  "mol_weight_da": 147.07,
  "total_charge": -2
}



(12)
{
  "formula": "C4H6NS",
  "method": "ωB97M-V/def2-TZVPD",
  "symbols": ["C", "C", "C", "C", "N", "S", "H", "H", "H", "H", "H", "H"],
  "coordinates": [[-2.17578, 0.85504, -0.19935], [-0.79931, 0.63579, -0.50732], [-2.57767, -0.04463, 0.75800], [3.45875, -0.54430, -0.05342], [-0.25288, -0.36267, 0.13158], [-1.31459, -1.06441, 1.17265], [-2.85443, 1.47703, -0.80980], [-0.32697, 1.22393, -1.32412], [-3.62813, -0.29596, 1.18381], [3.51992, -1.50971, 0.34040], [4.20935, -0.54303, -0.78833], [2.74175, 0.17292, 0.09590]],
  "forces_ev_per_a": [[-0.6, -0.2, -0.4], [-1.0, 0.6, -0.7], [-2.5, -0.5, 0.5], [1.0, -1.7, -1.2], [1.4, 0.0, -0.1], [0.4, 0.2, 0.0], [0.6, -0.2, 0.8], [0.1, -0.7, 0.9], [2.0, 0.9, -0.9], [-0.7, -1.3, 1.7], [1.0, 1.2, -1.2], [-1.7, 1.8, 0.8]],
  "homo_lumo_gap_ev": [4.02, 3.07],
  "total_energy_ha": -608.5073,
  "homo_ha": [-0.477, -0.467],
  "max_force_ha_per_bohr": 0.0503,
  "lumo_ev": [-9.0, -9.6],
  "mol_weight_da": 100.17,
  "total_charge": 1
}